A single C19H30O4S2 molecule at a distorted geometry. Source: the OMol25 dataset; level of theory: ωB97M-V/def2-TZVPD.

Each line ends with the Mulliken charge.
Atoms and positions in Å:
C -3.5074 -3.8848 -0.0640  -1.13
C -2.7559 -5.1624 0.2926  -0.40
C -1.2554 -5.0814 0.0152  -0.68
C -0.5388 -3.9996 0.8062  -0.75
H -0.9360 -3.8965 1.8139  0.41
H 0.5297 -4.2000 0.8446  0.42
S -0.7530 -2.3587 -0.0420  0.76
O -0.2393 -2.5637 -1.4007  -0.74
C 0.5951 -1.5278 0.9274  -1.13
H 0.2630 -1.5309 1.9636  0.57
H 1.5388 -2.0581 0.8242  0.57
C 0.7462 -0.1047 0.4182  -0.39
C 1.4542 -0.0585 -0.9298  -0.79
H 1.1496 -0.9012 -1.5490  0.35
H 1.2454 0.8713 -1.4544  0.57
S 3.2936 -0.1539 -0.6845  0.25
O 3.4890 -0.8364 0.6024  -0.61
C 3.5241 1.6583 -0.3425  -0.44
C 4.8072 1.8489 0.4427  -0.88
C 6.0366 1.4707 -0.3791  -0.17
C 7.3221 1.6326 0.4220  -1.37
H 7.4427 2.6640 0.7471  0.32
H 8.1855 1.3587 -0.1794  0.37
H 7.3008 0.9955 1.3029  0.34
H 5.9362 0.4308 -0.7000  0.31
H 6.0831 2.0956 -1.2746  0.28
H 4.7610 1.2129 1.3302  0.31
H 4.8855 2.8874 0.7738  0.45
H 3.5738 2.1322 -1.3218  0.45
H 2.6621 2.0376 0.2031  0.25
H 1.3027 0.5037 1.1465  0.59
O -0.5782 0.4268 0.3093  -0.14
C -0.7029 1.7627 0.2919  0.43
O 0.2403 2.5142 0.3890  -0.67
C -2.1083 2.1910 0.1517  0.15
C -2.4081 3.5480 0.2541  -0.63
C -3.7113 3.9815 0.1241  -0.63
C -4.7410 3.0762 -0.1142  1.05
C -4.4322 1.7231 -0.2196  -0.77
C -3.1325 1.2773 -0.0889  -0.56
H -2.8991 0.2278 -0.1815  0.62
H -5.2233 1.0122 -0.4101  0.37
C -6.1566 3.5466 -0.2336  -1.43
H -6.7333 2.8861 -0.8766  0.37
H -6.1984 4.5575 -0.6318  0.38
H -6.6268 3.5533 0.7504  0.28
H -3.9375 5.0348 0.2055  0.38
H -1.6036 4.2444 0.4362  0.47
H -1.0876 -4.8835 -1.0468  0.31
H -0.8060 -6.0508 0.2456  0.33
H -3.1628 -5.9895 -0.2932  0.34
H -2.9172 -5.3977 1.3477  0.27
H -3.2356 -3.5519 -1.0627  0.29
H -4.5804 -4.0628 -0.0395  0.44
H -3.2813 -3.0863 0.6379  0.27

Properties
Gap between HOMO and LUMO (Eh): 0.34257
Energy relative to the best compared isomer or geometry (same formula, charge and spin) (eV): 0.000
Total charge: 0
E (Eh): -1839.29504



A molecular structure, C19H31BiBrN4SeSi. Source: the OMol25 dataset; level of theory: ωB97M-V/def2-TZVPD.

Each line ends with the Mulliken charge.
Atoms and positions in Å:
Bi 0.6145 -0.4917 -0.3523  1.08
C 5.5198 -1.5646 -1.2702  -0.24
C 5.1101 -0.2387 -1.2120  -0.80
C 3.7876 0.0414 -0.9409  0.37
N 2.8909 -0.9315 -0.7122  -0.03
C 3.2848 -2.2195 -0.7784  -0.02
C 4.5875 -2.5703 -1.0537  -0.75
H 6.5495 -1.8107 -1.4940  0.45
H 5.8043 0.5706 -1.3901  0.44
H 3.4126 1.0550 -0.9350  -0.04
H 2.5269 -2.9766 -0.6124  0.41
H 4.8628 -3.6143 -1.1057  0.45
Br -1.4782 0.7975 1.9447  -0.11
C 0.1616 0.3343 2.7383  0.42
C 0.3757 0.5804 4.0764  -0.46
C 1.5627 0.1304 4.6436  -0.35
C 2.4665 -0.5714 3.8589  -0.83
C 2.1755 -0.7695 2.5268  -0.02
N 1.0475 -0.3000 1.9634  -0.11
H -0.3749 1.0921 4.6623  0.46
H 1.7637 0.3095 5.6919  0.48
H 3.3867 -0.9621 4.2696  0.47
H 2.8540 -1.3095 1.8778  0.41
C -0.1883 4.6734 -0.0656  -0.98
Si 1.3688 3.6803 -0.0771  0.36
C 2.6922 4.4045 -1.1367  -0.99
C 1.9951 3.0964 1.5702  -0.74
Se 0.7116 1.7715 -1.4778  -0.31
H 0.0050 5.6747 0.3303  0.38
H -0.9672 4.2202 0.5479  0.29
H -0.5513 4.7906 -1.0880  0.34
H 2.9479 5.3998 -0.7605  0.37
H 2.3530 4.5261 -2.1667  0.37
H 3.6041 3.8059 -1.1278  0.31
H 2.5240 3.9057 2.0799  0.48
H 2.7118 2.2851 1.4241  0.22
H 1.1919 2.7698 2.2255  0.14
C -4.7566 -2.6050 -0.1249  -0.76
C -3.3845 -2.0012 0.2630  -0.46
N -2.6894 -1.4711 -0.9214  0.21
C -3.4543 -0.3369 -1.4653  -0.40
C -4.9291 -0.7334 -1.7143  -0.76
N -5.0201 -2.2243 -1.5540  -0.09
C -4.0284 -2.9031 -2.4556  -0.74
C -2.6159 -2.5252 -1.9467  -0.55
H -5.5725 -2.2171 0.4808  0.39
H -4.7672 -3.6918 -0.0736  0.30
H -2.7667 -2.7687 0.7271  0.42
H -3.5106 -1.1930 0.9804  0.26
H -2.9838 -0.0184 -2.3949  0.44
H -3.4046 0.4985 -0.7688  0.21
H -5.2635 -0.4854 -2.7193  0.37
H -5.6162 -0.2891 -0.9972  0.36
H -5.9603 -2.5273 -1.8100  0.34
H -4.2180 -2.5535 -3.4684  0.35
H -4.2176 -3.9733 -2.4122  0.37
H -2.0128 -2.1707 -2.7817  0.38
H -2.1186 -3.3944 -1.5177  0.42

Properties
Gap between HOMO and LUMO (Eh): 0.29044
Total charge: +3
E (Eh): -6440.30531



A molecular structure, C19H31Cl2NO2PdSi at a distorted geometry. Source: the OMol25 dataset; level of theory: ωB97M-V/def2-TZVPD.

Each line ends with the Löwdin spin population.
Atoms and positions in Å:
C -0.0180 0.0249 -2.2972  0.35
C -1.2544 0.7194 -2.0705  0.37
C -2.2360 -0.2481 -1.7057  0.37
C -1.4870 2.1684 -2.2128  0.07
C -1.5992 -1.5148 -1.6559  0.37
C -0.2337 -1.3520 -2.0329  0.37
C 0.7603 -2.4351 -2.1333  0.11
C 1.2665 0.6311 -2.6962  0.06
C -3.6477 0.0140 -1.3597  0.13
C -2.2331 -2.7774 -1.2623  0.24
Pd 0.2243 0.6747 0.8737  0.46
Cl -2.0573 1.1647 1.1844  0.06
Cl 1.0781 2.7405 0.1221  0.01
O -0.3331 -1.1961 1.3676  0.01
H -0.5693 2.6592 -2.5469  0.00
H -1.7720 2.6329 -1.2614  0.02
H -2.2726 2.3695 -2.9567  0.04
H -3.7761 0.9933 -0.8838  0.01
H -3.9955 -0.7506 -0.6591  0.02
H -4.2791 -0.0357 -2.2570  0.09
H -3.0830 -2.5973 -0.6006  0.03
H -1.5212 -3.4105 -0.7298  0.02
H -2.6034 -3.3506 -2.1210  0.14
H 0.5298 -3.2561 -1.4501  0.02
H 1.7573 -2.0692 -1.8801  0.01
H 0.8135 -2.8605 -3.1430  0.07
H 1.3178 1.6589 -2.3174  0.00
H 1.3670 0.6273 -3.7928  0.04
H 2.0919 0.0674 -2.2425  0.01
H -1.2300 -0.8962 1.5812  0.00
O 1.9855 -0.2804 0.2333  0.13
H 1.6329 -1.1764 0.3633  0.00
C -0.5469 3.2807 2.8842  0.00
Si 0.6973 2.1505 3.7010  0.02
C 2.3303 3.0327 3.9704  0.00
C -0.1492 1.3823 5.1900  0.00
N 1.1268 0.7542 2.6850  0.22
C 1.9240 -0.2836 3.0587  0.00
C 3.2923 -0.3495 2.6626  0.04
C 4.1436 -1.2493 3.2860  0.00
C 3.6258 -2.1895 4.1941  0.05
C 2.2395 -2.2836 4.4161  0.00
C 1.3814 -1.3904 3.7831  0.04
H -1.0518 3.8713 3.6624  0.00
H -1.3260 2.7272 2.3342  0.00
H -0.0788 3.9590 2.1573  0.00
H 2.1524 3.9398 4.5663  0.00
H 3.1131 2.4413 4.4680  0.00
H 2.7253 3.3360 2.9875  0.00
H -1.0382 0.8351 4.8352  0.00
H 0.4751 0.6749 5.7569  0.00
H -0.4793 2.1858 5.8654  0.00
H 3.6173 0.3231 1.8768  0.00
H 5.2063 -1.2216 3.0508  0.00
H 4.2962 -2.8828 4.6952  0.00
H 1.8195 -3.0599 5.0606  0.00
H 0.2917 -1.4737 3.8195  0.00

Properties
Gap between HOMO and LUMO (alpha / beta) (Eh): 0.09461 / 0.16770
Energy relative to the best compared isomer or geometry (same formula, charge and spin) (eV): 1.117
Expectation value of S²: 6.02
Spin multiplicity: 5
Total charge: -2
E (Eh): -2285.45569